Record 1
2 unconnected molecules or ions with the total composition C5H8NOP. Source: OMol25; level of theory: ωB97M-V/def2-TZVPD.

Cartesian coordinates (Å):
C -0.745187 -0.294197 -1.639467
C -1.312531 -0.685105 -0.480811
C 0.090256 1.355134 1.691618
C 0.780798 -0.110566 -1.633216
C 1.246806 -1.253031 -0.642915
N -0.799331 1.271929 2.637981
O 0.807708 2.248676 1.435853
P -0.044663 -1.142743 0.697468
H -1.190667 -0.159183 -2.625158
H -2.368008 -0.962067 -0.402473
H 1.149258 -0.044418 -2.611453
H 1.078334 0.736410 -1.074884
H 1.303631 -2.123469 -1.330588
H 2.159407 -1.118026 -0.123053
H -1.062783 1.934113 3.400175
H -1.093028 0.346543 2.700922

Forces on atoms 1 to 2 (eV/Å):
0.7 0.3 -0.1
0.0 -0.4 -1.6

Charge: 0
Gap between HOMO and LUMO (spin up / spin down): 7.280 / 7.286 eV
HOMO energy (spin up / spin down): -0.2722 / -0.2728 Eh
LUMO energy (spin up / spin down): -0.0046 / -0.0051 Eh

Here are the natural (NBO) charges for atoms 1 to 5, given in e: C -0.134; C -0.583; C 0.642; C -0.457; C -0.702

=====

Record 2
5 unconnected molecules or ions with the total composition C37H34BrN5O10. Source: OMol25; level of theory: ωB97M-V/def2-TZVPD.

Cartesian coordinates (Å):
C 6.830705 -2.922804 6.149851
C 7.211805 -3.335691 5.080835
C 7.367367 -4.150309 3.814060
C 6.969936 -3.372854 2.531461
C 5.424044 -3.164511 2.337273
C 4.510541 -3.967954 3.306710
N 3.232518 -3.149030 3.305076
C 2.056001 -3.933914 3.147990
O 0.959665 -3.569415 2.817223
C 2.539782 -5.376474 3.559840
C 2.627561 -5.312450 5.074607
C 2.965018 -4.997593 6.188180
C 1.605865 -6.550358 3.135124
C 0.533636 -6.898631 4.217303
O 0.729455 -7.694197 5.092416
C 3.919270 -5.325922 2.811569
Br 5.013753 -6.934652 2.972589
H 6.681508 -2.727306 7.203884
H 6.897393 -5.144906 3.901063
H 8.460127 -4.344810 3.736528
H 7.446571 -2.374010 2.553583
H 7.336774 -3.942771 1.653462
H 5.073789 -3.370019 1.306625
H 5.225710 -2.090380 2.535201
H 4.757137 -3.968973 4.382525
H 3.137805 -2.527180 2.494751
H 3.243427 -4.580562 7.146687
H 2.161865 -7.491371 2.955060
H 1.049795 -6.292308 2.210645
H -0.450106 -6.368017 4.108694
H 3.600434 -5.262795 1.752837
O -3.117726 1.399769 -1.041010
N -2.708542 0.890650 -0.014161
O -3.136527 1.146166 1.097015
C -1.624937 -0.091729 -0.121292
C -1.088414 -0.381132 -1.366737
C -0.049764 -1.295703 -1.458389
C 0.438032 -1.912895 -0.311659
C -0.113014 -1.621718 0.930103
C -1.149126 -0.705601 1.025969
H -1.464289 0.094872 -2.262015
H 0.381645 -1.526503 -2.424141
H 1.252778 -2.624345 -0.386834
H 0.266630 -2.109088 1.826825
H -1.569464 -0.482558 1.994986
O -5.158476 -6.675611 3.494401
N -4.111088 -6.065857 3.578529
O -3.028510 -6.579747 3.795851
C -4.153241 -4.608239 3.409326
C -5.371756 -3.982239 3.195220
C -5.408504 -2.602184 3.057681
C -4.233487 -1.863893 3.130700
C -3.019056 -2.505750 3.336647
C -2.974914 -3.883431 3.477408
H -6.289385 -4.551358 3.137017
H -6.354152 -2.101023 2.895839
H -4.264573 -0.785238 3.027310
H -2.104966 -1.931527 3.391285
H -2.024475 -4.373708 3.639740
O -2.313590 8.029326 -4.210010
N -2.126028 7.533157 -3.111888
O -1.330946 7.954594 -2.296019
C -2.909221 6.345664 -2.755384
C -3.799142 5.816188 -3.676988
C -4.520615 4.679365 -3.344076
C -4.350601 4.087408 -2.098953
C -3.463373 4.632875 -1.180142
C -2.736701 5.767477 -1.506562
H -3.935672 6.272340 -4.647791
H -5.213971 4.252231 -4.057219
H -4.910100 3.196811 -1.843192
H -3.336533 4.169395 -0.210227
H -2.045082 6.185782 -0.788136
O 0.565846 9.159325 -11.498395
N -0.460195 8.720824 -11.013575
O -1.369831 8.228090 -11.653934
C -0.612923 8.794830 -9.555608
C 0.387063 9.382504 -8.796322
C 0.228527 9.470963 -7.421091
C -0.919455 8.970630 -6.818418
C -1.909575 8.375491 -7.589429
C -1.759423 8.285729 -8.965430
H 1.282641 9.773638 -9.259277
H 0.999395 9.933068 -6.817737
H -1.043740 9.045519 -5.747031
H -2.801159 7.984629 -7.116073
H -2.535441 7.823894 -9.560393

Forces on atoms 1 to 2 (eV/Å):
0.6 -0.3 0.3
-1.1 -1.2 -0.5

Charge: 0
Gap between HOMO and LUMO: 9.008 eV
HOMO energy: -0.3636 Eh
LUMO energy: -0.0326 Eh

Here are the Mulliken charges for atoms 1 to 5, given in e: C 0.047; C -0.599; C -0.261; C -0.758; C -1.176

=====

Record 3
A molecular structure, C25H61N4O13V. Source: OMol25; level of theory: ωB97M-V/def2-TZVPD.

Cartesian coordinates (Å):
O -3.035412 -0.214921 1.117244
V -2.454226 -1.675118 0.864646
O -3.584829 -2.553512 0.203838
O 0.924548 -0.395011 -0.638774
C -0.226962 -0.889994 -0.174096
O -0.311529 -1.321120 1.005828
O -1.225564 -1.015686 -0.938733
H 0.770713 -0.357363 -1.613087
C -1.587821 -2.767592 7.308492
O -1.949862 -2.820407 5.953853
C -1.928482 -1.563513 5.306794
C -1.636166 -1.737225 3.840263
N -2.811584 -2.154685 3.039544
C -3.047920 -3.634093 3.153789
C -1.943038 -4.451410 2.535371
O -1.555360 -3.831236 1.333342
C -0.614390 -4.586029 0.596482
H -2.242991 -2.109447 7.897631
H -0.571181 -2.380607 7.448386
H -1.673516 -3.767936 7.724503
H -1.192003 -0.882585 5.755198
H -2.883437 -1.041093 5.484542
H -0.838082 -2.470245 3.740905
H -1.263494 -0.797284 3.431364
H -3.653441 -1.794244 3.477021
H -3.985615 -3.803452 2.621710
H -3.232052 -3.921674 4.190206
H -2.391380 -5.420188 2.275526
H -1.114128 -4.655940 3.220966
H -0.999866 -5.593921 0.399973
H 0.336943 -4.635726 1.125955
H -0.556279 -4.131474 -0.391405
C -0.320162 -0.109997 -6.637374
O -0.413470 -0.968830 -5.534652
C -0.932562 -0.357631 -4.366793
C -0.029761 0.705330 -3.770860
N 1.252612 0.128673 -3.399025
C 2.292417 1.120165 -3.183777
C 3.613565 0.429312 -2.914163
O 4.119584 -0.118914 -4.107395
C 5.294138 -0.855935 -3.908643
H -1.304615 0.286769 -6.922659
H 0.029880 -0.698397 -7.487298
H 0.388686 0.719140 -6.534866
H -1.095561 -1.143786 -3.628812
H -1.909827 0.080452 -4.612489
H -0.589299 1.148464 -2.942017
H 0.102485 1.496817 -4.526227
H 1.536853 -0.545337 -4.101595
H 2.046300 1.783794 -2.354994
H 2.473667 1.721062 -4.090483
H 3.473977 -0.374977 -2.175474
H 4.315625 1.154229 -2.474846
H 6.195846 -0.233487 -3.833980
H 5.422936 -1.486736 -4.789705
H 5.257222 -1.500978 -3.023423
C 4.145171 2.675883 2.571716
O 4.895416 2.133694 1.514339
C 4.279127 1.077117 0.813080
C 3.896795 -0.115100 1.675441
N 3.273796 -1.215027 0.988743
C 4.126716 -1.957098 0.070441
C 3.288438 -2.888954 -0.769711
O 4.138564 -3.443601 -1.760665
C 3.443158 -4.173446 -2.728370
H 4.656811 3.577214 2.899942
H 4.031393 1.982690 3.408889
H 3.140545 2.962199 2.226138
H 4.989119 0.782366 0.036803
H 3.388634 1.441156 0.270779
H 3.173436 0.218758 2.429916
H 4.717936 -0.477165 2.304879
H 2.411806 -0.949002 0.525607
H 4.880356 -2.493261 0.651963
H 4.669224 -1.286948 -0.615631
H 2.476366 -2.378376 -1.299660
H 2.891935 -3.666998 -0.101992
H 3.017485 -5.105011 -2.330001
H 4.087329 -4.397143 -3.575337
H 2.588443 -3.597534 -3.122190
C -6.585249 4.012482 0.995553
O -5.426543 4.571410 1.588214
C -5.047422 5.783273 0.985900
C -4.378394 5.691008 -0.384374
N -3.078451 5.049209 -0.454501
C -3.062141 3.628997 -0.083075
C -1.713700 3.061674 -0.439333
O -0.714300 3.709799 0.321645
C 0.563263 3.404992 -0.145379
H -6.771577 3.042428 1.453099
H -6.427479 3.841507 -0.072237
H -7.448917 4.657505 1.186260
H -4.275386 6.207006 1.646154
H -5.823296 6.563396 1.018471
H -4.225818 6.723511 -0.719969
H -5.067360 5.266739 -1.121934
H -2.442755 5.506164 0.191021
H -3.869565 3.070802 -0.555053
H -3.164911 3.456510 0.996677
H -1.509465 3.152995 -1.515540
H -1.690177 1.988440 -0.203975
H 1.328158 3.824327 0.510653
H 0.727048 3.755943 -1.170826
H 0.754322 2.318996 -0.088299

Forces on atoms 1 to 2 (eV/Å):
0.1 -0.7 -0.1
0.3 1.4 0.0

Charge: 0
Gap between HOMO and LUMO: 8.624 eV
HOMO energy: -0.3041 Eh
LUMO energy: 0.0128 Eh

Here are the Mulliken charges for atoms 1 to 5, given in e: O -0.575; V 0.744; O -0.571; O 1.435; C 0.677

=====

Record 4
A molecular structure, C6H10N2. Source: OMol25; level of theory: ωB97M-V/def2-TZVPD.

Cartesian coordinates (Å):
C -0.831858 1.930134 0.253744
C -0.213745 0.093239 0.834277
C 0.247531 -1.402251 0.541832
C 1.627566 -0.873990 -0.055904
C 0.714726 -0.377200 -1.178253
C -0.229983 0.670501 -0.535984
H -1.559719 2.570930 -0.283367
H -0.072571 2.561906 0.738366
H -2.198503 0.526765 0.704075
H 0.552469 0.534385 1.507529
H 0.182594 -2.287401 1.240702
H 2.210580 -1.713457 -0.403515
H 2.267232 -0.196681 0.490682
H 1.036903 -0.166853 -2.212171
H -1.015799 -1.540230 -1.055918
H -1.254253 0.328474 -0.952266
N -1.398825 0.933078 1.241589
N -0.064346 -1.591349 -0.875418

Forces on atoms 1 to 2 (eV/Å):
0.5 0.5 -0.4
-0.1 -0.6 1.8

Charge: 0
Gap between HOMO and LUMO: 9.939 eV
HOMO energy: -0.3267 Eh
LUMO energy: 0.0386 Eh

Here are the natural (NBO) charges for atoms 1 to 5, given in e: C -0.203; C -0.090; C -0.066; C -0.389; C -0.048

=====

Record 5
A molecular structure, C24H28Cl5N2O5SW. Source: OMol25; level of theory: ωB97M-V/def2-TZVPD.

Cartesian coordinates (Å):
W 0.772991 0.716858 -0.741179
Cl 3.737891 -1.480142 4.972921
C 3.346491 -1.180042 3.332821
C 4.064691 -1.830042 2.316821
Cl 5.262591 -2.985542 2.722721
C 3.774391 -1.588642 0.974721
Cl 4.605991 -2.377442 -0.296079
C 2.740191 -0.707542 0.645021
O 2.295291 -0.466242 -0.568879
C 1.993791 -0.074442 1.677821
O 0.991891 0.667158 1.259521
C 2.300991 -0.318242 3.016021
Cl 1.332191 0.408758 4.229221
C -5.958309 -2.084542 2.616321
C -4.440309 -2.210242 2.654021
C -3.814109 -0.980442 3.313021
C -2.293909 -1.101742 3.455321
N -1.648509 -1.253842 2.158621
C -1.597409 -0.343942 1.205921
S -1.080509 -0.842142 -0.377679
N -1.962909 0.919958 1.402121
C -2.313209 1.836758 0.336421
C -1.135209 2.597758 -0.288879
C -0.245209 3.304358 0.743521
C -0.952509 4.483858 1.409021
H -6.396509 -2.949842 2.129221
H -6.249909 -1.195942 2.062621
H -6.369809 -2.008342 3.620021
H -4.062309 -2.313942 1.632821
H -4.166109 -3.107242 3.211521
H -4.234709 -0.846442 4.309021
H -4.081009 -0.096542 2.731421
H -2.054509 -1.990942 4.038721
H -1.869409 -0.239442 3.976121
H -1.348709 -2.186042 1.901421
H -2.072409 1.249658 2.351021
H -3.004309 2.565758 0.760021
H -2.837009 1.270158 -0.444079
H -1.551409 3.348158 -0.971279
H -0.562409 1.867958 -0.985779
H 0.659891 3.670858 0.246821
H 0.056891 2.596058 1.516521
H -1.083009 5.303158 0.711021
H -0.353009 4.836158 2.241821
H -1.929709 4.210658 1.797921
C 3.322391 0.527058 -4.788879
C 2.689591 -0.696242 -4.189579
C 3.276191 -1.924042 -4.499779
C 2.789091 -3.127642 -4.017479
Cl 3.570591 -4.598442 -4.436479
C 1.673591 -3.142542 -3.192279
C 1.075291 -1.942842 -2.880979
C 1.563191 -0.726542 -3.359979
O 0.786291 0.361658 -2.901479
C 0.738891 1.596558 -3.619879
C 1.614591 2.642258 -2.837479
O 2.115291 3.585858 -3.383979
O 1.662391 2.358858 -1.573979
H 4.338691 0.299558 -5.099579
H 3.370991 1.362758 -4.096779
H 2.784791 0.835858 -5.686279
H 4.152691 -1.923642 -5.132279
H 1.277091 -4.062042 -2.795779
H 0.187791 -1.939042 -2.258279
H -0.313309 1.928658 -3.600279
H 1.056091 1.489858 -4.654679

Forces on atoms 1 to 2 (eV/Å):
2.5 -1.2 0.9
0.0 0.0 0.1

Charge: +1
Gap between HOMO and LUMO (spin up / spin down): 6.774 / 7.087 eV
2S+1: 3
HOMO energy (spin up / spin down): -0.4004 / -0.4011 Eh
LUMO energy (spin up / spin down): -0.1515 / -0.1407 Eh
Expectation value of S²: 2.02

Here are the Mulliken charges for atoms 1 to 5, given in e: W 0.724; Cl -0.178; C 0.488; C 0.355; Cl -0.172

=====

Record 6
2 unconnected molecules or ions with the total composition C4H8O. Source: OMol25; level of theory: ωB97M-V/def2-TZVPD.

Cartesian coordinates (Å):
C -1.113939 0.408337 0.511282
C -0.295330 -0.640138 0.393871
C 1.058223 -0.699349 1.040679
H -2.100201 0.414036 0.060757
H -0.808300 1.303577 1.048077
H -0.607903 -1.499785 -0.201155
H 0.914108 -1.038255 2.069652
H 1.530468 0.289696 1.085328
H 1.749233 -1.393547 0.551367
C -0.107212 0.711301 -1.630579
O -1.050122 0.582720 -2.372191
H 0.631501 -0.092352 -1.428548
H 0.199473 1.653761 -1.128539

Forces on atoms 1 to 2 (eV/Å):
-0.1 -0.3 0.5
-0.4 0.0 0.5

Charge: 0
Gap between HOMO and LUMO: 10.506 eV
HOMO energy: -0.3500 Eh
LUMO energy: 0.0360 Eh

Here are the natural (NBO) charges for atoms 1 to 5, given in e: C -0.402; C -0.167; C -0.666; H 0.224; H 0.197

=====

| no. | molecular weight (g/mol) | F_max (eV/A) | electronic energy (eV) |
| --- | --- | --- | --- |
| 1 | 129.10 | 3.13 | -18138.13089 |
| 2 | 788.61 | 2.70 | -136872.93283 |
| 3 | 676.72 | 1.71 | -85177.62115 |
| 4 | 110.16 | 2.37 | -9359.38332 |
| 5 | 817.67 | 2.89 | -113828.59570 |
| 6 | 72.11 | 0.84 | -6323.02766 |